No. 1
ORCA calculation (wB97M-V/def2-TZVPD) on a structure of composition C21H10AsCl3CoF5O10S2Se.

Computed properties:
LUMO (spin up / spin down)   3.905 / 2.460 eV
Total charge   -2
Kohn-Sham gap (spin up / spin down)   7.41 / 6.38 eV
E   -279053.39051 eV
Multiplicity   5

Structure (XYZ):
```
54
Properties=species:S:1:pos:R:3:forces:R:3:mulliken_spin:R:1
C -4.82223 -1.98310 -0.51917 0.00 0.04 -0.04 0.00
Cl 0.49052 -0.11823 0.84938 -0.11 -0.10 -0.02 0.14
O -1.45671 4.72856 -0.33063 -0.01 0.01 -0.01 0.00
As 1.64220 4.53522 -1.16719 -0.01 0.05 -0.08 -0.01
C 3.22754 -0.36037 -1.08508 -0.04 -0.02 -0.07 0.69
C 1.06952 3.16417 -3.60158 -0.01 -0.01 0.00 0.00
C 0.51418 3.46259 -2.36005 0.00 0.00 -0.01 0.01
Co 1.00733 2.04687 0.46005 0.18 0.21 0.11 1.10
F 4.12546 -1.70110 3.53946 -0.01 0.02 -0.01 0.00
O 1.42116 3.90351 0.37514 0.00 -0.05 -0.02 -0.03
H -2.35698 1.68939 -2.65833 0.00 -0.01 -0.01 0.00
H 2.04923 3.55625 -3.84167 0.01 0.00 0.00 0.00
C -0.82251 1.80007 -4.16911 -0.02 -0.01 0.00 0.00
C -4.00179 -1.55216 0.64849 0.02 0.02 0.02 0.09
C 1.87972 -4.25137 1.27192 -0.02 0.02 0.02 -0.01
O 3.90696 -0.11326 1.12441 0.16 -0.06 0.02 0.11
F -0.06453 -3.15194 1.90185 -0.01 0.00 0.01 0.00
S -1.58729 3.30752 -0.50880 0.04 -0.02 0.01 0.01
F 1.16219 -5.11308 0.53845 0.00 -0.01 0.00 0.00
O -2.93342 2.79349 -0.65203 -0.02 0.01 0.00 0.00
C -3.46499 -0.26836 0.65286 -0.01 -0.01 -0.01 -0.03
S -1.62961 -0.08827 4.22091 0.01 -0.11 0.08 0.68
C -3.02967 -1.96489 2.81551 0.01 0.00 0.02 0.08
H 3.33995 3.08079 -1.10697 0.02 0.02 0.00 0.00
C -2.51258 -0.66179 2.84170 0.01 0.03 -0.06 -0.02
C -3.76176 -2.40392 1.73266 -0.01 -0.01 -0.01 -0.06
Cl 3.83215 -1.95060 -1.18303 -0.01 0.01 -0.01 0.08
O 1.62182 6.13185 -1.46870 0.00 -0.06 0.04 0.00
H -5.72480 -3.15964 0.67797 0.00 0.00 0.01 0.00
C 4.00178 -3.50992 2.09532 -0.01 0.01 0.02 -0.01
O -4.75984 -1.51742 -1.62145 0.00 -0.02 0.04 0.02
H -1.33853 1.14381 -4.85927 0.00 0.00 0.00 0.00
F 5.33112 -3.65794 2.15400 0.00 0.00 0.00 0.00
Se 1.16973 -0.82298 3.54730 -0.07 0.05 -0.06 0.96
Cl 2.31834 0.20310 -2.39828 0.01 0.00 -0.02 0.09
C 1.26237 -3.23483 1.97627 0.01 0.00 -0.05 0.03
H -2.28741 1.16065 1.71638 0.01 0.01 -0.01 0.00
C -0.73758 2.92754 -2.04498 -0.01 0.01 0.01 0.00
F 3.85961 -5.36842 0.65401 -0.01 0.02 0.01 0.00
C 3.36950 -2.49376 2.78832 0.03 -0.05 -0.02 -0.05
O 3.22316 3.89093 -1.64034 0.03 -0.05 0.00 0.00
C -1.39415 2.09248 -2.94079 0.00 0.01 0.03 0.00
H 0.85862 2.12685 -5.46495 0.00 0.00 0.00 0.00
H -2.82831 -2.62408 3.64971 0.00 0.00 0.00 0.00
O -0.86452 2.50386 0.52730 -0.10 -0.06 -0.01 -0.01
C 3.35224 0.41700 0.17609 -0.07 -0.02 0.13 0.01
C -2.72316 0.17202 1.73639 0.00 -0.01 0.00 0.06
C 3.25426 -4.38468 1.33125 0.01 -0.01 0.00 0.05
O -5.72306 -2.97976 -0.26916 -0.01 -0.01 -0.01 0.00
H -3.62186 0.39427 -0.18798 0.01 0.01 -0.01 0.00
H -4.10396 -3.43432 1.72063 0.00 0.00 0.00 0.00
C 0.40545 2.34818 -4.50570 0.02 0.01 0.00 0.01
O 2.86529 1.61288 0.12733 -0.05 0.10 -0.07 0.00
C 1.98986 -2.32362 2.73419 0.02 0.05 0.03 0.04
```
Forces are in eV/Å.

No. 2
ORCA calculation (wB97M-V/def2-TZVPD) on a structure of composition C21H11Br4CrN2O4S.

Computed properties:
LUMO (spin up / spin down)   2.038 / 1.962 eV
Total charge   -1
Kohn-Sham gap (spin up / spin down)   6.23 / 6.46 eV
E   -352557.00595 eV
Multiplicity   5

Structure (XYZ):
```
44
Properties=species:S:1:pos:R:3:forces:R:3:mulliken_spin:R:1
C 3.71113 -0.69099 1.71623 -0.20 -0.11 0.04 0.06
C -3.85232 -1.88131 -1.37977 0.05 -0.02 -0.07 0.00
O -0.77219 -2.86202 0.45382 -0.16 -0.02 0.02 0.00
C -2.27084 3.36711 -0.73228 0.07 0.11 -0.04 0.01
N 0.81677 1.38435 -0.29993 0.09 -0.25 0.05 -0.07
C 5.62799 -1.03117 3.17077 0.00 0.02 -0.05 0.00
C 3.43082 -1.72452 3.89694 0.12 0.00 0.03 -0.01
C 1.44274 3.56390 -1.01238 0.11 0.06 -0.02 -0.01
Br 5.54171 -2.23279 5.76014 0.00 0.00 0.01 0.00
N -0.89118 -0.44797 0.38783 -0.31 -0.20 0.10 -0.03
H -3.99272 -1.94610 -4.76067 0.01 0.00 0.00 0.00
C -2.78366 1.12224 0.04701 -0.07 0.07 0.00 0.02
H -4.47480 -1.87610 -0.49523 0.00 0.00 -0.01 0.00
Cr 1.17819 -0.50373 0.71839 -0.19 0.63 -0.28 3.95
C -1.45214 0.77018 0.06091 0.21 -0.13 -0.04 0.02
H -3.52067 0.40514 0.37936 -0.04 0.05 -0.01 0.00
C 1.75102 2.24974 -0.61614 0.04 0.02 -0.04 0.03
C -0.49103 1.76039 -0.33225 -0.08 0.02 0.01 0.02
C 2.86216 -1.27738 2.71402 -0.11 0.10 -0.23 -0.04
C -2.47542 -1.86074 -1.23170 -0.07 0.01 -0.08 0.00
Br 7.49106 -0.85395 3.45579 0.00 0.00 0.00 0.00
Br 2.25206 -2.47929 5.16438 0.00 -0.01 0.01 0.00
H -1.53726 -1.91780 -4.47518 0.00 0.00 0.00 0.00
C -2.18373 -1.90645 -3.60681 0.05 0.00 0.00 0.01
H 2.77156 1.88928 -0.54437 0.00 0.01 0.00 -0.01
H -0.56101 -1.86890 -2.18527 0.00 0.00 -0.03 0.01
S -1.75107 -1.80620 0.38939 0.45 0.05 0.09 0.00
C 4.81387 -1.60615 4.13013 -0.09 0.01 -0.05 0.00
H -5.47227 -1.93231 -2.78676 0.00 0.00 0.01 0.00
O -2.84791 -1.80800 1.32261 -0.12 0.07 0.01 0.00
C -3.17575 2.41747 -0.35717 -0.03 -0.09 0.03 -0.01
H -0.11925 4.96858 -1.36724 -0.04 -0.02 0.01 0.00
O 1.57955 -1.33358 2.43204 0.23 -0.31 0.29 0.02
C -0.88942 3.05238 -0.71970 -0.01 -0.03 0.01 0.00
H -2.59100 4.35909 -1.02702 0.02 -0.01 0.00 0.00
C -3.56455 -1.92408 -3.76607 -0.05 0.00 -0.02 0.00
C 5.06588 -0.57258 1.96493 0.01 -0.04 0.08 0.00
C 0.13766 3.95900 -1.06674 -0.07 -0.02 0.01 0.02
H -4.22955 2.66956 -0.35812 -0.01 -0.06 0.02 0.00
C -1.63284 -1.87690 -2.33684 -0.09 0.00 0.04 0.02
C -4.39739 -1.91543 -2.65781 0.01 0.00 0.02 0.00
O 3.11387 -0.29199 0.60937 0.18 0.09 0.08 -0.04
H 2.24132 4.24830 -1.26472 0.02 -0.04 0.01 0.00
Br 6.10061 0.24173 0.60609 0.04 0.01 -0.01 0.00
```
Forces are in eV/Å.

No. 3
ORCA calculation (wB97M-V/def2-TZVPD) on a structure of composition C21H11CrF5N2O4S2Se.

Computed properties:
LUMO (spin up / spin down)   0.804 / 0.842 eV
Total charge   -1
Kohn-Sham gap (spin up / spin down)   5.62 / 5.69 eV
E   -162154.50994 eV
Multiplicity   2

Structure (XYZ):
```
47
Properties=species:S:1:pos:R:3:forces:R:3:mulliken_spin:R:1
F 0.79257 5.07816 1.67584 0.01 -0.01 -0.01 0.00
O 0.23275 -1.60723 1.91880 0.05 0.15 -0.08 -0.01
S -0.44556 -1.82936 -1.53225 0.10 0.26 0.20 0.00
C -2.64149 -4.57601 0.52136 0.00 0.02 0.00 0.00
H 0.14548 0.12172 4.69098 -0.02 -0.01 0.02 0.00
C 0.07647 -0.84311 4.19539 -0.05 0.00 -0.08 0.00
H 0.95085 -1.45614 4.40967 -0.01 -0.01 0.01 0.00
N 1.49438 -0.08121 0.00263 1.46 0.22 -0.21 -0.01
H -2.42888 -6.70942 0.50910 0.01 0.00 0.00 0.00
H -0.48301 -6.65360 -1.04062 0.00 0.00 0.00 0.00
C -1.07105 -3.30986 -0.80132 0.02 -0.03 -0.06 -0.01
C -2.04740 -5.76570 0.13884 -0.02 -0.03 0.01 0.00
C -1.25692 2.93227 -0.46218 -0.04 0.15 0.16 0.00
C -0.26710 3.38840 0.40972 -0.02 -0.10 -0.03 0.01
Cr -0.45888 -0.40538 0.29525 -1.86 -0.38 0.16 1.04
C -2.88311 -2.11834 0.58875 0.13 -0.16 -0.17 -0.01
C -0.05647 -0.65020 2.71161 0.00 -0.03 0.02 0.01
O -2.17804 -1.03787 0.70224 -0.02 0.10 0.14 -0.01
H 4.56055 2.00904 -3.65013 -0.01 -0.01 -0.01 0.00
C 3.61902 0.54018 -0.75209 -0.04 -0.05 0.10 0.00
C 2.52512 1.44117 -3.14483 -0.18 -0.08 0.11 0.00
C 2.20044 0.45480 -0.99206 -0.11 -0.02 0.19 -0.01
C -2.07610 5.23654 -0.49782 -0.01 0.03 -0.01 0.00
H 0.34790 -4.48189 -1.88130 0.00 -0.03 0.00 0.00
H -0.80598 -1.37315 4.55574 -0.01 0.00 0.00 0.00
C 4.47445 1.11782 -1.73702 0.05 0.10 -0.16 0.00
H -3.50346 -4.56620 1.17567 0.00 0.00 0.00 0.00
C -1.08480 5.63950 0.37699 0.00 0.01 0.02 0.00
F -1.00368 6.91836 0.77370 0.00 0.00 0.00 0.00
Se 2.66253 -0.58187 1.27524 -0.12 0.00 -0.01 0.00
H 0.61206 0.82355 -2.42322 0.01 0.00 0.02 0.00
C -2.15231 3.91799 -0.89896 0.09 -0.10 0.05 0.00
F -3.13586 3.59295 -1.74483 -0.03 0.03 -0.01 0.00
F 0.66879 2.55100 0.87463 0.07 0.02 -0.08 0.00
S -1.45823 1.30310 -1.05828 0.22 -0.24 -0.10 -0.01
H 2.12793 1.78394 -4.09152 0.03 0.01 -0.01 0.00
C 1.67218 0.90474 -2.23471 0.01 0.10 -0.24 0.00
O -0.42125 0.44789 2.22939 0.16 0.04 -0.09 -0.01
C 3.92791 1.56085 -2.89448 0.14 -0.01 0.08 0.00
H 5.53462 1.18842 -1.53670 -0.01 -0.01 0.03 0.00
C -0.48962 -4.52025 -1.19577 -0.03 0.03 0.02 0.00
N 4.04359 0.05110 0.40056 0.02 0.00 -0.07 0.00
C -0.17918 4.70299 0.83104 0.00 0.02 0.00 0.00
F -2.96147 6.13731 -0.94904 -0.01 0.00 -0.01 0.00
C -0.96207 -5.73311 -0.72764 0.01 0.02 -0.01 0.00
C -2.16097 -3.34701 0.07723 0.00 0.00 0.04 0.01
O -4.05673 -2.19685 0.90643 0.01 0.02 0.07 0.01
```
Forces are in eV/Å.

No. 4
ORCA calculation (wB97M-V/def2-TZVPD) on an isolated molecule of C21H12.

Computed properties:
LUMO   -0.752 eV
Kohn-Sham gap   6.66 eV
E   -21971.66772 eV

Structure (XYZ):
```
33
Properties=species:S:1:pos:R:3:forces:R:3:nbo_charge:R:1
H 0.91788 4.00971 -1.97333 0.07 0.19 -0.03 0.23
C 0.93180 -1.48621 2.45656 -0.92 -0.79 0.58 0.01
C -0.28388 1.08835 -1.42550 0.81 0.79 -0.22 0.01
C 0.88423 3.01573 -2.41796 -0.74 -0.39 -0.28 -0.47
H 1.83784 2.86836 -2.94363 -0.21 0.14 -0.08 0.24
C -1.36055 -3.08282 2.01430 0.38 0.03 -0.11 -0.17
C -0.44473 0.06235 -0.54063 0.68 0.99 -0.16 -0.11
H -2.25091 -3.71128 1.84140 0.57 0.40 0.11 0.22
C -0.41783 -3.41712 2.99410 -0.61 0.03 -0.34 -0.22
H -3.14248 -0.25515 -2.46654 0.52 0.00 0.16 0.22
C -1.56202 -0.67338 -0.82725 -2.90 -1.53 0.08 -0.02
H 1.40836 -3.02628 3.97033 -0.13 0.66 -0.22 0.22
C 0.70117 -2.63142 3.23034 -0.07 -0.57 -0.03 -0.20
C -1.90349 -1.69326 0.05162 -0.57 1.00 -2.14 -0.13
C 0.77485 1.96837 -1.32618 -0.02 -0.47 -0.06 0.01
C 0.35223 -0.13424 0.52060 1.23 -0.51 1.71 0.06
H -2.74508 -2.33054 -0.15662 -0.36 -0.09 0.07 0.21
C -2.18459 0.00868 -2.00474 -0.30 -0.02 -0.34 -0.22
C -0.30217 2.98203 -3.41733 -1.87 -2.03 0.39 -0.14
H -0.35312 3.71430 -4.19203 0.38 0.61 -0.30 0.20
C 1.99920 -0.61975 2.70472 1.92 3.02 -2.20 -0.20
C 1.47464 0.71043 0.68833 -0.01 0.48 -0.66 -0.07
H 2.62080 -0.81547 3.56120 0.28 0.06 0.10 0.21
H 3.19258 1.03565 1.95254 0.44 0.40 0.26 0.21
C -1.10096 -1.97877 1.17223 0.14 -0.89 0.73 -0.07
C 1.67141 1.74139 -0.26477 -0.33 0.26 0.01 -0.19
C 0.04308 -1.19427 1.40836 0.48 0.16 -0.06 -0.05
H 2.47867 2.44798 -0.14514 0.34 -0.07 0.14 0.21
C -1.38060 1.06534 -2.35839 -0.56 -0.39 -0.51 -0.05
C -1.37404 2.08855 -3.41792 1.91 0.73 1.49 -0.21
C 2.31419 0.45023 1.80552 -0.91 -2.58 2.14 -0.17
H -0.55197 -4.32194 3.57271 -0.08 0.03 0.05 0.21
H -2.24449 2.11443 -4.06691 0.44 0.37 -0.29 0.22
```
Forces are in eV/Å.

These records have strongest force on any atom values of 0.00581 0.01393 0.03709 0.08170 hartree/bohr, in the order they appear.